DFT (ωB97M-V with the def2-TZVPD basis set) results for C18H27N2O4P2S2Zr as an isolated structure in a non-equilibrium geometry.

Last column: Mulliken charge in e.
Geometry (Å):
Zr: 0.3267 0.5731 0.7112  0.3692
P: 0.9046 -1.2005 2.4859  1.1522
C: 1.7485 -2.5101 1.5042  -1.3193
C: 1.9349 -2.1539 0.0404  0.6069
N: 1.2394 -1.1174 -0.4918  0.0639
C: 1.3110 -0.8596 -1.8312  0.6393
C: 2.1617 -1.5904 -2.6548  -0.7010
C: 2.9043 -2.6364 -2.1080  -0.8206
C: 2.7391 -2.9473 -0.7634  -0.6981
C: 0.3980 0.2449 -2.3520  -0.0859
P: 1.2614 1.6453 -3.1664  0.7317
H: 3.2545 -3.7977 -0.3113  0.5311
H: 2.2579 -1.3245 -3.7102  0.8326
H: 3.5705 -3.2206 -2.7414  0.4790
H: -0.3060 -0.1609 -3.1084  0.5906
H: -0.2463 0.6605 -1.5232  -0.5468
H: 2.7055 -2.7224 1.9564  0.6226
H: 1.1647 -3.4484 1.5778  0.4738
H: 6.0009 1.8140 2.1751  0.3162
O: 5.4600 1.5286 1.4351  -0.6092
H: 6.1081 1.2017 0.7853  0.3190
H: 1.7272 2.5551 -2.1947  0.0420
O: 1.5449 1.9039 -0.1200  -0.8221
H: 2.5165 1.8895 -0.0957  0.2806
C: 2.6987 1.2966 -4.1704  -1.2776
H: 2.3814 1.0185 -5.1837  0.4381
H: 3.2745 2.2325 -4.2436  0.4291
H: 3.3533 0.5347 -3.7322  0.5015
C: -0.0101 2.4785 -4.1295  -1.1162
H: -0.0815 3.4986 -3.7295  0.4170
H: 0.2884 2.5239 -5.1876  0.4017
H: -0.9909 1.9850 -4.0187  0.4098
C: -0.6503 -2.0023 2.9893  -1.3097
H: -0.4769 -2.6623 3.8471  0.4670
H: -1.3783 -1.2382 3.2872  0.3588
H: -1.1035 -2.5698 2.1675  0.3965
C: 1.8560 -1.0221 4.0058  -1.2592
H: 1.5265 -0.1088 4.5203  0.3969
H: 1.7096 -1.8826 4.6702  0.4397
H: 2.9207 -0.9215 3.7623  0.4223
O: -2.8596 -1.8256 -0.0423  -0.5674
S: -3.0102 -0.4251 -0.3663  1.0758
O: -2.9846 0.0018 -1.7478  -0.5931
N: -1.7891 0.4205 0.4456  -0.0065
C: -2.2268 1.1989 1.4978  0.9192
S: -1.0375 1.9221 2.4721  -0.2838
C: -3.6490 1.2209 1.5891  0.3426
C: -4.4461 1.9375 2.4976  -0.7320
C: -5.8231 1.7397 2.4956  -0.6492
C: -6.3978 0.8232 1.5867  -0.5265
C: -5.6079 0.1230 0.6559  -0.6537
C: -4.2367 0.3607 0.6532  0.3011
H: -3.9515 2.6178 3.1852  0.4462
H: -6.4601 2.2883 3.1987  0.4323
H: -7.4799 0.6725 1.5969  0.4362
H: -6.0455 -0.5633 -0.0718  0.4953

Cartesian forces (eV/Å) of the 2 atoms listed first:
0.06 2.33 -0.51
0.06 -1.75 0.84

Output
total charge: +3
orbital gap: 7.589 eV

---

DFT (ωB97M-V with the def2-TZVPD basis set) results for one molecule with the formula CH4BNO2 in a non-equilibrium geometry.

Last column: Mulliken charge in e.
Geometry (Å):
B: -1.0389 -0.4632 0.5441  0.2612
C: 0.1968 0.0033 -0.3930  -0.7940
N: -2.2928 0.1224 0.1600  0.6848
O: -3.2515 0.8280 0.1564  -0.4847
O: -2.1195 -0.9864 -0.4169  -0.3640
H: -0.9807 -1.0170 1.5252  -0.0721
H: 0.5842 -0.9526 -0.7756  0.2490
H: 0.9711 0.2996 0.2747  0.2631
H: 0.0035 0.7682 -1.1596  0.2568

Cartesian forces (eV/Å) of the 2 atoms listed first:
3.61 0.69 -1.73
-0.43 -0.80 1.23

Output
orbital gap: 10.643 eV

---

DFT (ωB97M-V with the def2-TZVPD basis set) results for one molecule with the formula C3H7N3O.

Last column: Mulliken charge in e.
Geometry (Å):
C: -0.2429 -2.0509 0.5026  -0.2346
N: 0.2008 -1.1474 -0.2634  -0.5476
C: -0.4846 0.1366 -0.2141  0.7812
N: -0.9735 0.5060 -1.5220  -0.7451
C: 0.4855 1.2471 0.2250  0.0269
N: 1.6763 0.8241 0.7194  -0.3736
O: 0.1356 2.4133 0.1686  -0.6242
H: -1.1221 -1.9190 1.1506  0.2470
H: 0.2631 -3.0161 0.5454  0.2720
H: -1.2736 0.1085 0.5684  0.2067
H: -1.2261 1.4917 -1.4864  0.2571
H: -1.7996 -0.0367 -1.7630  0.2238
H: 1.9993 -0.0945 0.4492  0.2561
H: 2.3618 1.5374 0.9199  0.2543

Cartesian forces (eV/Å) of the 2 atoms listed first:
0.09 0.09 -0.14
-0.18 -0.28 0.28

Output
orbital gap: 10.425 eV

---

DFT (ωB97M-V with the def2-TZVPD basis set) results for one molecule with the formula C6H11N in a non-equilibrium geometry.

Last column: Mulliken charge in e.
Geometry (Å):
C: -2.3739 0.2524 -0.8256  -1.0834
C: -1.3830 -0.5748 0.0180  -0.4900
C: 0.0899 -0.5150 -0.4452  -0.8234
C: 1.0528 -0.0694 0.6680  0.5583
C: 2.5094 -0.0183 0.2007  -1.5454
C: 0.6337 1.2424 1.1965  0.1767
N: 0.2970 2.2749 1.5970  -0.4789
H: -2.8811 1.0058 -0.2204  0.2684
H: -1.8712 0.7769 -1.6455  0.3222
H: -3.1430 -0.3799 -1.2753  0.2937
H: -1.4338 -0.2259 1.0539  0.3707
H: -1.7058 -1.6231 0.0333  0.3841
H: 0.4266 -1.4994 -0.7925  0.3629
H: 0.2026 0.1669 -1.2984  0.3243
H: 0.9649 -0.7854 1.4959  0.2349
H: 2.8153 -1.0049 -0.1608  0.3956
H: 2.6268 0.6993 -0.6169  0.3389
H: 3.1727 0.2773 1.0171  0.3904

Cartesian forces (eV/Å) of the 2 atoms listed first:
0.03 -0.01 -0.12
-0.01 -0.11 -0.04

Output
orbital gap: 12.308 eV

---

DFT (ωB97M-V with the def2-TZVPD basis set) results for one molecule with the formula C3H5N3S in a non-equilibrium geometry.

Last column: Mulliken charge in e.
Geometry (Å):
N: -0.3779 2.0861 -0.1896  -0.5160
C: -0.6289 0.7377 -0.0691  0.3283
C: -1.8630 0.1480 0.1972  -0.2906
C: -1.6185 -1.2253 0.0439  -0.2226
N: -0.3377 -1.5312 -0.2029  -0.7551
N: 0.2591 -0.2969 -0.2411  0.4002
S: 1.9776 -0.1920 0.0443  -0.1648
H: -1.0214 2.6981 0.2668  0.2624
H: 0.5717 2.2863 0.1849  0.2419
H: -2.8704 0.5773 0.6269  0.2232
H: -2.4701 -1.9408 0.1906  0.3284
H: 2.0063 -0.3175 1.4263  0.1647

Cartesian forces (eV/Å) of the 2 atoms listed first:
2.84 -0.02 0.43
-2.04 -0.47 0.99

Output
orbital gap: 8.947 eV

---

DFT (ωB97M-V with the def2-TZVPD basis set) results for one molecule with the formula C6H11N in a non-equilibrium geometry.

Last column: Mulliken charge in e.
Geometry (Å):
C: 2.7243 -0.8640 -0.2810  -0.9771
C: 1.5221 -0.2971 -0.4610  0.1395
N: 1.2562 1.0530 -0.2207  -0.3167
C: -0.0763 1.5555 0.0429  -0.5524
C: -0.9804 0.5156 0.7790  -0.2274
C: -1.8564 -0.1433 0.0192  -0.1799
C: -2.4513 -1.5351 0.1358  -1.0121
H: 3.7210 -0.4594 -0.4269  0.2612
H: 2.8833 -1.8820 0.0751  0.2056
H: 0.6501 -0.8652 -0.7696  0.3208
H: 2.0776 1.3902 0.2450  0.2992
H: -0.0051 2.4334 0.6746  0.3647
H: -0.5750 1.6037 -0.9160  0.2593
H: -0.5623 0.0628 1.6751  0.3103
H: -2.2103 0.2641 -0.9210  0.2367
H: -3.3510 -1.6399 -0.4940  0.3276
H: -1.7431 -2.2158 -0.3481  0.2235
H: -2.6796 -1.8130 1.1633  0.3173

Cartesian forces (eV/Å) of the 2 atoms listed first:
0.93 -1.03 -0.07
-0.37 0.48 0.46

Output
orbital gap: 8.742 eV